(1)
C3H3N2S | wB97M-V/def2-TZVPD

The geometry in XYZ format:
```
9
Properties=species:S:1:pos:R:3:mulliken_charge:R:1
S 2.934 0.189 0.059 -0.562
N 1.204 0.122 -0.030 0.451
N 0.604 -1.088 -0.149 -0.827
C -1.455 0.086 0.164 -0.640
C -0.728 -1.027 -0.037 0.104
C 0.478 1.167 -0.165 -0.414
H -2.371 0.417 0.535 0.331
H -1.315 -2.057 -0.116 0.252
H 0.648 2.192 -0.260 0.305
```

For the relative energy (zero: lowest compared OMol25 entry of this formula, charge and spin), the calculation gives 526.8 kJ/mol. As for the net charge: -1. Its LUMO energy is 4.15 eV. For the total energy, the calculation gives -623.65823 hartree.

***

(2)
C5H6N2S | wB97M-V/def2-TZVPD

The geometry in XYZ format:
```
14
Properties=species:S:1:pos:R:3:mulliken_charge:R:1
S -0.743 -1.159 1.056 -0.109
N 3.183 0.001 1.024 -0.177
N 2.496 -0.823 1.289 0.183
C -0.698 0.367 0.212 0.517
C -1.602 1.501 0.560 -1.065
C -0.018 0.308 -0.958 -0.354
C 0.323 -1.782 -0.195 -0.399
C 0.542 -0.956 -1.269 -0.624
H 1.267 -1.112 -1.980 0.426
H -2.704 1.083 0.716 0.271
H -1.700 2.128 -0.272 0.363
H 0.626 -2.811 -0.122 0.386
H -1.209 2.084 1.479 0.240
H 0.237 1.170 -1.540 0.343
```

For the relative energy (zero: lowest compared OMol25 entry of this formula, charge and spin), the calculation gives 35.3 kJ/mol. As for the net charge: 0. Its LUMO energy is 0.89 eV. The SMILES is Cc1cccs1.N#N. For the total energy, the calculation gives -701.82551 hartree.

***

(3)
C3H3ClN2O | wB97M-V/def2-TZVPD

The geometry in XYZ format:
```
10
Properties=species:S:1:pos:R:3:mulliken_charge:R:1
Cl -2.879 -0.752 0.105 -0.168
O 0.860 0.290 1.004 -0.343
N -1.491 1.452 -0.393 -0.479
N 2.550 -0.722 -0.475 -0.519
C -1.498 0.220 -0.232 0.375
C 1.592 -0.168 0.043 0.569
C -0.012 -0.420 0.073 -0.266
H 3.329 -0.356 -0.059 0.272
H -0.013 -1.465 0.369 0.290
H -2.438 1.921 -0.436 0.270
```

For the relative energy (zero: lowest compared OMol25 entry of this formula, charge and spin), the calculation gives 376.8 kJ/mol. As for the net charge: 0. Its LUMO energy is 0.65 eV. The SMILES is [H]/N=C(\Cl)[C@@H]1O/C1=N\[H]. For the total energy, the calculation gives -760.91802 hartree.

***

(4)
C25H28N2O3 | wB97M-V/def2-TZVPD

The geometry in XYZ format:
```
58
Properties=species:S:1:pos:R:3:mulliken_charge:R:1
O 1.151 -0.649 -1.605 -0.495
O 0.590 1.041 -3.879 -0.522
O -2.373 2.413 -0.084 -0.671
N -2.761 0.450 0.971 -0.045
N -3.403 -2.256 -0.130 0.135
C -1.966 1.493 0.597 0.174
C -2.548 -0.550 -1.657 -1.046
C -0.144 -0.352 -1.962 0.843
C -1.669 0.726 -3.478 -0.905
C 5.858 0.835 1.452 -0.727
C -0.165 0.767 2.243 -0.494
C 0.407 2.054 0.299 -1.144
C 1.925 1.155 -3.442 -0.495
C -0.360 0.469 -3.084 0.620
C -1.244 -0.830 -1.265 0.853
C 4.003 1.348 3.440 -0.343
C 4.516 0.933 1.135 -0.389
C 1.370 -1.508 -0.515 -0.910
C -3.286 -3.312 -1.120 -1.142
C -3.954 0.164 0.214 -1.793
C -0.559 1.430 1.085 0.504
C -4.372 -2.638 0.880 -1.107
C 1.742 1.978 0.636 -0.308
C 3.571 1.191 2.126 0.194
C 2.146 1.294 1.782 0.773
C 6.277 0.998 2.762 -0.420
C 1.172 0.708 2.589 -0.904
C -2.752 0.226 -2.784 -0.903
C -3.707 -0.986 -0.790 -0.242
C 5.346 1.256 3.754 -0.651
H -1.810 1.346 -4.348 0.449
H -5.405 -2.643 0.499 0.329
H -1.101 -1.456 -0.399 0.663
H -2.320 -0.361 1.377 0.349
H -3.754 0.457 -3.113 0.473
H 2.405 1.818 -4.162 0.345
H -4.193 1.070 -0.348 0.560
H 0.080 2.586 -0.582 0.505
H 4.191 0.791 0.114 0.480
H 7.326 0.925 3.009 0.372
H -4.784 -0.061 0.886 0.567
H 2.451 -1.616 -0.444 0.254
H 1.984 1.596 -2.444 0.066
H -2.927 -4.218 -0.632 0.360
H -0.901 0.311 2.891 0.499
H 5.669 1.388 4.777 0.388
H -4.620 -1.077 -1.410 0.658
H 6.580 0.630 0.675 0.399
H 3.282 1.568 4.215 0.468
H -4.131 -3.644 1.223 0.371
H 2.484 2.468 0.022 0.643
H 1.471 0.179 3.482 0.503
H -4.247 -3.533 -1.609 0.411
H 0.992 -1.082 0.420 0.223
H 2.436 0.190 -3.439 0.202
H -4.314 -1.970 1.737 0.314
H -2.572 -3.019 -1.886 0.305
H 0.919 -2.492 -0.680 0.401
```

For the relative energy (zero: lowest compared OMol25 entry of this formula, charge and spin), the calculation gives 121.5 kJ/mol. As for the net charge: 0. Its LUMO energy is 0.46 eV. The SMILES is COc1ccc([C@H](CNC(=O)c2ccc(-c3ccccc3)cc2)N(C)C)cc1OC. For the total energy, the calculation gives -1304.67529 hartree.

***

(5)
C12H21BiF9IO2P2 | wB97M-V/def2-TZVPD

The geometry in XYZ format:
```
48
Properties=species:S:1:pos:R:3:mulliken_charge:R:1
Bi 0.876 1.034 -0.410 1.295
I 1.491 3.492 1.278 0.013
P 2.978 -0.681 0.310 0.805
P -1.377 2.115 -1.648 0.830
F -0.404 -3.547 1.067 -0.245
F -3.589 -1.343 0.109 -0.257
F -3.679 -1.679 2.271 -0.229
F -1.375 -2.719 3.318 -0.246
F -1.675 -0.548 3.533 -0.244
F -1.602 -2.880 -0.662 -0.217
F -2.611 -3.613 1.154 -0.225
F 0.290 -1.345 2.894 -0.208
F -3.077 0.297 1.469 -0.220
O -0.678 -0.621 0.440 -0.143
O -1.137 1.928 3.370 -0.112
C -2.965 -1.052 1.280 0.220
C 3.496 -0.244 1.992 -1.113
C 4.520 -0.876 -0.617 -1.247
C -1.276 2.942 -3.265 -1.352
C -2.633 0.800 -1.921 -1.000
C -1.066 -1.513 2.773 0.088
C -1.532 -2.887 0.692 0.401
C -0.754 1.651 2.335 -0.004
C 1.617 0.440 -2.591 -1.307
C 2.382 -2.387 0.522 -0.958
C -2.282 3.318 -0.602 -1.197
C -1.442 -1.410 1.239 0.877
H 2.719 0.388 -2.589 0.394
H 1.185 -0.539 -2.870 0.444
H -3.514 1.009 -1.289 0.379
H -2.208 -0.161 -1.614 0.108
H 5.271 -1.293 0.068 0.458
H 1.269 1.219 -3.293 0.409
H -1.565 4.005 -0.132 0.338
H -2.838 2.785 0.183 0.310
H -2.206 3.507 -3.415 0.466
H 1.547 -2.417 1.227 0.076
H 4.430 -0.784 2.212 0.448
H -2.971 3.880 -1.252 0.446
H 3.218 -3.001 0.893 0.502
H 4.364 -1.529 -1.489 0.403
H 4.872 0.100 -0.976 0.418
H -2.911 0.791 -2.989 0.550
H -0.426 3.634 -3.278 0.417
H 3.660 0.840 2.063 0.376
H -1.121 2.194 -4.056 0.436
H 2.705 -0.527 2.705 0.245
H 2.026 -2.770 -0.440 0.373
```

For the relative energy (zero: lowest compared OMol25 entry of this formula, charge and spin), the calculation gives 79.6 kJ/mol. As for the net charge: +2. Its LUMO energy (alpha / beta) is -10.59 / -10.90 eV. For the total energy, the calculation gives -2713.45219 hartree.

***

(6)
C2H9NS2 | wB97M-V/def2-TZVPD

The geometry in XYZ format:
```
14
Properties=species:S:1:pos:R:3:mulliken_charge:R:1
S -1.696 1.099 0.629 -0.191
S -1.736 2.343 -1.176 -0.169
N 2.519 -1.744 0.535 -0.430
C 1.068 -2.099 0.828 -0.531
C 3.269 -2.842 -0.123 -0.642
H 3.401 -2.772 -1.256 0.226
H 2.174 -1.213 -0.281 0.278
H 1.030 -2.288 1.878 0.267
H 0.721 -2.921 0.069 0.298
H -0.374 1.457 0.722 0.182
H 4.234 -2.830 0.320 0.259
H -3.064 2.516 -1.361 0.156
H 0.321 -1.298 0.530 0.029
H 2.809 -3.868 0.153 0.267
```

For the relative energy (zero: lowest compared OMol25 entry of this formula, charge and spin), the calculation gives 211.5 kJ/mol. As for the net charge: 0. Its LUMO energy is -0.22 eV. The SMILES is CNC.SS. For the total energy, the calculation gives -932.64349 hartree.